Entry 1:
{"formula": "C10H14N2S", "method": "ωB97M-V with the def2-TZVPD basis set", "e_tot_ha": -897.0869, "smiles": "NC(=S)NCCCc1ccccc1", "molar_mass_da": 194.30, "relative_energy_kj_mol": 232.15, "homo_lumo_gap_ev": 8.5, "species": ["N", "C", "S", "N", "C", "C", "C", "C", "C", "C", "C", "C", "C", "H", "H", "H", "H", "H", "H", "H", "H", "H", "H", "H", "H", "H", "H"], "coordinates": [[-3.827, -0.877, 0.614], [-2.725, -0.683, -0.143], [-1.765, -2.041, -0.530], [-2.372, 0.586, -0.407], [-1.267, 1.029, -1.124], [-0.442, 1.915, -0.287], [0.213, 1.138, 0.988], [1.288, 0.096, 0.661], [1.231, -1.307, 0.759], [2.250, -2.077, 0.248], [3.039, -1.481, -0.679], [3.288, -0.069, -0.647], [2.500, 0.614, 0.214], [-4.568, -0.243, 0.717], [-4.109, -1.833, 1.028], [-2.961, 1.355, -0.159], [-0.663, 0.214, -1.397], [-1.509, 1.308, -2.098], [0.335, 2.407, -0.826], [-1.142, 2.575, 0.111], [0.733, 1.692, 1.762], [-0.667, 0.624, 1.427], [0.370, -1.746, 1.160], [2.343, -3.155, 0.535], [3.853, -2.174, -0.914], [4.017, 0.427, -1.222], [2.558, 1.704, 0.211]], "nbo_charge": [-0.810, 0.319, -0.320, -0.585, -0.256, -0.374, -0.426, -0.010, -0.203, -0.198, -0.235, -0.205, -0.224, 0.380, 0.428, 0.382, 0.247, 0.204, 0.215, 0.185, 0.227, 0.211, 0.223, 0.215, 0.206, 0.214, 0.190]}

Entry 2:
{"formula": "C10H14N3O", "method": "ωB97M-V with the def2-TZVPD basis set", "e_tot_ha": -628.5647, "molar_mass_da": 192.24, "relative_energy_kj_mol": 435.46, "total_charge": 1, "homo_lumo_gap_ev": 9.6, "species": ["C", "C", "C", "C", "C", "C", "C", "C", "C", "C", "N", "N", "N", "O", "H", "H", "H", "H", "H", "H", "H", "H", "H", "H", "H", "H", "H", "H"], "coordinates": [[-0.590, -3.217, -0.486], [-0.052, -3.479, -1.757], [-0.691, -1.880, -0.042], [0.185, -2.362, -2.628], [-0.395, -0.913, -0.967], [0.935, 2.582, -0.997], [-0.619, 0.521, -0.628], [-0.083, 1.158, 0.690], [1.194, 0.383, 1.125], [-1.258, 1.359, 1.586], [-0.006, -1.142, -2.185], [0.601, 1.595, -1.737], [0.538, 2.487, 0.311], [0.554, 1.340, -3.049], [-0.852, -3.932, 0.155], [0.153, -4.387, -2.140], [-0.996, -1.732, 0.922], [0.667, -2.347, -3.632], [1.531, 3.476, -1.370], [-1.571, 1.093, -0.850], [0.883, -0.349, 1.763], [1.980, 0.872, 1.659], [1.775, -0.063, 0.350], [-1.527, 0.471, 2.108], [-2.116, 1.896, 0.945], [-0.965, 1.882, 2.473], [1.151, 2.738, 1.055], [0.396, 0.357, -3.267]], "nbo_charge": [-0.115, -0.205, -0.215, 0.078, 0.097, 0.286, 0.102, 0.064, -0.642, -0.630, -0.480, -0.033, -0.565, -0.510, 0.221, 0.229, 0.226, 0.224, 0.258, 0.245, 0.220, 0.231, 0.235, 0.238, 0.239, 0.245, 0.416, 0.539]}